Entry 1:
Computed, not measured: a molecular structure, C27H55Br3N4O3P at a distorted geometry, with ωB97M-V/def2-TZVPD.

Element x y z (Å)
1 C -4.990 2.646 -0.267
2 N -2.743 3.158 -2.209
3 H -6.108 1.272 -1.467
4 H -5.552 3.173 0.645
5 Br 1.305 -2.499 -1.000
6 H -3.548 2.282 -4.807
7 H 5.837 -8.331 8.817
8 H 3.812 -0.426 5.472
9 C -2.359 -1.657 -7.248
10 H 2.206 -2.973 4.288
11 H -1.358 0.042 -1.235
12 H 0.321 1.878 3.592
13 C -2.420 2.051 -5.057
14 C -2.770 0.937 -7.552
15 C -2.276 2.249 -6.698
16 H 4.771 -6.821 6.922
17 H 3.833 -6.565 8.584
18 O -2.144 -2.012 -5.833
19 N -0.528 4.431 -2.621
20 H -3.531 -1.576 -7.455
21 H -0.960 -0.200 -8.514
22 N -1.419 2.999 -4.425
23 H 5.402 -4.322 8.958
24 H 3.422 0.588 3.150
25 P -1.234 5.643 -0.191
26 H 4.683 -1.540 4.222
27 C 5.142 -4.754 7.887
28 C -2.350 2.312 -1.027
29 H -0.077 1.959 -1.214
30 C -0.800 2.710 -0.642
31 H -1.278 -3.960 -5.965
32 H -1.216 0.580 1.859
33 H 2.851 -4.582 7.506
34 C -2.290 0.722 -1.537
35 C 3.962 -3.608 5.719
36 C 2.844 -2.510 5.156
37 C 2.894 -0.473 3.284
38 C -0.201 1.053 1.493
39 C 1.839 -1.481 -2.570
40 H -3.373 1.486 0.843
41 H 1.807 1.864 2.429
42 H 0.810 4.320 -0.913
43 C -0.358 4.232 -1.133
44 H -0.804 7.462 -1.557
45 C 0.871 1.216 2.765
46 H 1.988 -2.201 -3.382
47 H -0.905 0.059 -6.581
48 Br 3.537 -0.571 -2.299
49 O -0.568 7.221 -0.596
50 H -2.089 0.952 -4.831
51 C 6.102 -7.173 8.804
52 N -5.725 1.337 -0.498
53 H 6.179 -6.808 9.930
54 H -1.221 2.653 -7.010
55 C 4.865 -6.387 8.024
56 H -0.581 3.274 -5.021
57 H 1.115 -0.065 4.650
58 H -5.156 0.504 -0.229
59 H 3.850 -4.576 5.064
60 H 0.367 0.389 0.701
61 C 1.262 -0.209 3.474
62 H 5.081 -3.226 5.562
63 H -3.616 2.837 -2.680
64 H 6.086 -4.645 7.199
65 C -0.440 2.619 0.954
66 Br 0.444 -0.255 -3.146
67 C -0.914 -2.843 -5.851
68 H -1.949 -2.448 -8.012
69 H 0.604 -1.115 3.114
70 C -1.601 -0.221 -7.508
71 H -3.422 -1.086 -2.596
72 H -0.155 -2.516 -6.711
73 H 7.119 -6.966 8.259
74 H 3.130 -1.059 2.275
75 C 3.815 -3.940 7.318
76 H 2.139 -2.215 6.067
77 H -1.164 3.201 1.666
78 H -3.046 3.122 -6.965
79 H -0.781 5.419 -2.871
80 H -3.199 3.411 0.913
81 C -3.426 2.486 0.196
82 H -3.836 0.572 -7.236
83 H -5.170 3.342 -1.192
84 O -2.959 5.671 -0.465
85 C -3.365 0.053 -2.322
86 C -1.612 3.473 -3.153
87 H -0.376 -2.674 -4.813
88 H 0.626 3.137 1.085
89 H -4.283 0.737 -2.643
90 H 3.751 -2.911 7.900
91 C 3.607 -1.175 4.583
92 H -3.161 6.553 -0.899
93 H -2.870 1.289 -8.688

Summary:
HOMO energy: -10.90 eV
Lowest unoccupied orbital energy: -3.62 eV
Total charge: +1
2S+1: 1
Kohn-Sham gap: 0.2676 Eh
Energy: -9569.16212 hartree



Entry 2:
Computed, not measured: a molecular structure, C27H55Cl2MoNP2 at a distorted geometry, with ωB97M-V/def2-TZVPD.

Element x y z (Å)
1 H -4.873 1.289 -2.673
2 H -4.377 2.031 -4.191
3 H -1.975 -4.894 1.405
4 C -2.651 -1.806 -2.544
5 C -4.113 1.258 -3.457
6 H -1.554 -1.849 -2.494
7 C -0.309 -1.110 4.234
8 H 4.112 -2.456 0.005
9 H -3.930 -1.045 0.611
10 C -0.004 -1.214 2.855
11 H -2.306 -1.728 0.358
12 C -3.223 -0.889 -1.454
13 C -4.626 2.006 -0.327
14 H 3.171 0.165 2.268
15 Mo 0.095 0.493 -0.284
16 H -0.254 -4.981 0.955
17 H 2.651 2.085 -2.629
18 H -4.235 -0.567 -1.744
19 H 1.161 3.309 0.903
20 C 3.732 -1.654 -0.639
21 H -2.438 2.075 1.907
22 H 4.404 -1.574 -1.498
23 H -0.753 -3.799 4.520
24 C 0.348 -2.585 2.330
25 C 3.097 -0.676 1.571
26 H 2.597 0.502 -4.282
27 H -2.595 2.732 -0.277
28 H 5.086 1.451 -3.369
29 C -0.488 0.140 4.826
30 C -1.074 -4.297 1.230
31 C 4.489 2.536 0.786
32 Cl 0.393 -1.863 -0.916
33 H -2.239 0.395 1.391
34 C 3.068 2.528 0.206
35 H 0.631 -2.534 1.268
36 H 4.931 2.472 -1.930
37 C 2.108 2.949 1.313
38 H -3.019 -2.827 -2.386
39 P -2.205 0.686 -1.355
40 C -2.887 1.282 1.306
41 H 4.738 3.573 1.038
42 H -3.838 0.998 1.773
43 H 0.073 -5.085 3.616
44 C 2.849 0.052 -3.313
45 H 0.126 0.432 -1.877
46 P 2.522 0.921 -0.607
47 H -0.734 1.864 -3.842
48 H 1.904 2.130 2.015
49 H 2.036 -0.953 1.515
50 H -0.211 2.121 2.115
51 C 3.207 1.179 -2.333
52 H 2.738 -1.973 -0.984
53 H 2.564 3.757 1.894
54 H -1.412 0.259 -4.169
55 H -4.168 0.287 -3.969
56 C -0.411 1.318 4.085
57 H 3.002 3.258 -0.619
58 H 3.695 -0.632 -3.477
59 H -0.704 0.223 5.892
60 H 4.639 0.088 0.270
61 H 5.284 0.720 -1.772
62 H -2.644 2.618 -2.650
63 H -1.249 -3.636 0.383
64 H -4.855 2.628 -1.196
65 C 3.640 -0.366 0.179
66 C -1.661 1.322 -4.050
67 H 1.235 -2.957 2.886
68 H -0.536 2.296 4.523
69 N -0.754 -3.551 2.426
70 C -0.209 1.203 2.696
71 H -3.730 -2.592 -0.228
72 C -0.780 -4.384 3.603
73 H -2.070 1.684 -5.002
74 C 4.717 1.476 -2.334
75 H -5.186 1.061 -0.381
76 H -2.958 -1.502 -3.551
77 Cl -0.009 2.796 -1.132
78 C -3.299 -1.592 -0.096
79 C -0.036 -0.027 2.074
80 H -0.352 -2.007 4.872
81 H 4.536 1.960 1.721
82 H 1.979 -0.530 -2.982
83 C -2.692 1.558 -2.945
84 H 3.616 -1.541 1.997
85 H -1.695 -4.983 3.593
86 H -4.997 2.536 0.560
87 H 5.265 2.179 0.106
88 C -3.120 1.775 -0.120

Summary:
HOMO energy (spin up / spin down): -7.57 / -7.61 eV
Lowest unoccupied orbital energy (spin up / spin down): -0.89 / -0.44 eV
2S+1: 3
<S²>: 2.057
Kohn-Sham gap (spin up / spin down): 0.2452 / 0.2635 Eh
Energy: -2787.77909 hartree



Entry 3:
Computed, not measured: 7 unconnected molecules or ions with the total composition C27H55NO13 at a distorted geometry, with ωB97M-V/def2-TZVPD.

Element x y z (Å)
1 H -6.044 -6.301 -1.746
2 C -4.939 -3.740 1.194
3 O -0.800 -0.354 3.396
4 O -4.614 -0.034 -7.565
5 H 2.608 1.295 -6.261
6 H -6.006 4.361 6.469
7 H -0.767 1.931 -0.099
8 C 4.571 -1.633 8.221
9 H -4.924 2.364 -4.498
10 H -3.609 0.908 9.010
11 H -4.833 3.669 -6.689
12 C 4.969 -2.080 5.043
13 H 0.199 -0.479 1.487
14 C 2.541 0.367 -5.693
15 H 6.688 0.506 0.486
16 C -0.554 -0.066 2.175
17 C -0.998 0.875 0.043
18 O -5.491 -3.301 -1.432
19 H 4.846 -0.053 6.581
20 H 4.008 -2.529 8.481
21 H -2.634 1.140 2.904
22 C 6.320 1.131 -7.861
23 O -5.779 -4.603 0.422
24 C 4.106 -0.753 6.969
25 C -6.179 2.111 6.206
26 C -6.643 -5.391 -1.714
27 H -6.164 1.467 5.327
28 H 5.902 1.983 0.120
29 C -4.210 2.251 -5.314
30 N -1.350 0.746 1.468
31 O 4.055 1.105 -8.489
32 H 4.788 -4.042 4.123
33 H -3.799 -5.633 1.666
34 C -2.658 1.339 1.832
35 H -7.763 0.440 -6.830
36 H 3.029 -1.034 -7.393
37 H -5.549 -3.299 1.981
38 O 7.847 4.048 -0.798
39 H -7.474 0.680 -8.530
40 C 3.425 -0.709 -6.431
41 H 3.653 -1.491 -5.707
42 H -7.559 -5.605 -1.163
43 C -3.747 -4.549 1.761
44 C -4.534 2.622 -6.717
45 C 4.588 -3.003 3.857
46 H 5.517 0.441 -0.716
47 H -3.802 1.256 -5.139
48 H 1.518 -0.009 -5.669
49 H -0.027 0.435 -0.183
50 H -7.177 -0.902 -7.784
51 H -7.081 2.046 6.814
52 H 7.025 0.667 -7.171
53 H 4.599 -1.023 9.124
54 H -3.444 2.965 -5.011
55 C -7.089 0.175 -7.644
56 H 5.301 -2.601 3.137
57 C 4.903 0.671 -7.712
58 O 3.904 -1.740 5.895
59 H -3.689 2.357 -7.353
60 O 4.675 -0.126 -6.720
61 C -5.640 0.691 -7.510
62 H 10.756 3.720 -0.616
63 O -5.120 1.848 7.090
64 H 6.765 1.104 -8.856
65 H -1.735 0.511 -0.672
66 H -4.452 -2.976 0.588
67 O 8.619 1.916 -1.082
68 H -3.486 0.940 1.246
69 C 7.363 1.288 -1.481
70 C 10.005 3.353 0.084
71 C -5.863 -4.349 -0.953
72 H -3.445 -0.723 8.335
73 H -2.673 0.636 7.577
74 C -3.587 0.329 8.086
75 H 3.037 0.571 -4.744
76 H 9.815 4.047 0.903
77 H -3.692 -4.337 2.828
78 H -2.462 2.411 1.820
79 O -5.364 -0.491 6.959
80 C 6.313 1.092 -0.354
81 H -6.313 3.707 4.745
82 H 5.630 -1.872 8.125
83 H 10.475 2.444 0.459
84 C -4.837 0.519 7.350
85 O -5.687 1.983 -7.169
86 H 6.287 2.195 -7.624
87 H 6.862 1.753 -2.331
88 H -6.846 -5.004 -2.713
89 C 8.727 3.173 -0.714
90 H 3.168 -0.206 7.065
91 H 3.560 -2.950 3.499
92 H 7.475 0.301 -1.929
93 H -2.780 -4.345 1.302
94 C -5.902 3.555 5.743
95 O 6.207 -1.728 5.253
96 H -4.835 3.625 5.530

Summary:
Structure (SMILES): CCOC(C)=O.CCOC(C)=O.CCOC(C)=O.CCOC(C)=O.CCOC(C)=O.CCOC(C)=O.CN(C)C=O
HOMO energy: -9.49 eV
Lowest unoccupied orbital energy: 0.13 eV
2S+1: 1
Kohn-Sham gap: 0.3537 Eh
Energy: -2094.56134 hartree